{
  "formula": "C5H8AlFO4",
  "method": "the ωB97M-V functional and the def2-TZVPD basis",
  "species": ["C", "O", "C", "H", "H", "H", "H", "H", "C", "O", "C", "C", "O", "O", "F", "H", "H", "H", "Al"],
  "positions_angstrom": [[1.9507, 1.1794, -2.6038], [0.6265, 1.4914, -2.4292], [2.9061, 2.3462, -2.3303], [2.2704, 0.3284, -1.9390], [2.1626, 0.8169, -3.6419], [3.9593, 2.0469, -2.4656], [2.6908, 3.1810, -3.0180], [2.7818, 2.7158, -1.2990], [-1.4181, -0.9298, 0.8698], [-0.9807, -1.4810, -0.2577], [-0.6800, -0.4813, -1.2254], [-0.4902, 0.7966, -0.4201], [-1.2192, 0.3410, 0.9278], [-1.8840, -1.6345, 1.7604], [-1.7656, -0.3960, -2.0468], [0.1947, -0.7764, -1.8070], [0.5385, 0.9241, -0.0683], [-1.1498, 1.6039, -0.7455], [-2.3892, -1.4331, 3.1859]],
  "atomic_forces_ev_per_a": [[0.950, -1.049, 0.663], [0.713, 0.269, -0.693], [-0.062, 0.945, -0.120], [-0.366, 0.317, -0.394], [-0.608, 0.350, 0.300], [-0.552, -0.082, 0.024], [0.114, -0.309, 0.289], [0.048, -0.186, -0.383], [2.291, 1.520, -3.654], [-0.544, -0.456, 0.867], [-0.236, 0.355, -0.559], [-1.209, -1.217, 1.501], [-0.028, -0.277, -0.379], [2.500, -1.649, -7.751], [0.499, 0.061, 0.414], [-0.256, -0.175, 0.256], [-0.461, 0.548, -0.338], [0.813, 0.093, 0.040], [-3.605, 0.941, 9.918]],
  "spin_multiplicity": 2,
  "total_charge": 1,
  "gap_ev": [8.75, 6.92]
}


{
  "formula": "C5H8BN",
  "method": "the ωB97M-V functional and the def2-TZVPD basis",
  "species": ["C", "N", "B", "C", "C", "C", "C", "H", "H", "H", "H", "H", "H", "H", "H"],
  "positions_angstrom": [[0.6040, -1.7353, -1.2219], [0.1821, -0.4574, -0.5661], [-0.8484, 0.4237, -0.9040], [-1.0245, 1.5924, 0.0084], [-0.4839, 1.6702, 1.2256], [0.5636, 0.7091, 1.5368], [0.7652, -0.3047, 0.6505], [1.5897, -2.0083, -0.8820], [0.0382, -2.5208, -0.7877], [0.4756, -1.6496, -2.2966], [-1.5667, 0.0583, -1.9840], [-1.8617, 2.2792, -0.1807], [-0.8681, 2.3786, 1.9417], [1.0463, 0.8389, 2.5633], [1.3885, -1.2745, 0.8968]],
  "atomic_forces_ev_per_a": [[-0.665, 1.284, 0.291], [0.892, -1.242, 0.619], [-1.268, -0.626, -3.107], [-2.653, 0.797, -0.936], [1.683, -1.057, 0.251], [-0.682, 0.945, 1.550], [2.178, -2.253, 1.560], [0.700, 0.461, -0.559], [-1.127, -0.822, -0.071], [0.154, -0.210, 0.082], [1.252, 0.972, 1.871], [0.367, -0.127, -0.078], [0.407, 0.218, 0.265], [-0.459, -0.862, -1.752], [-0.777, 2.521, 0.013]],
  "gap_ev": 9.48,
  "smiles": "CN1BC=CC=C1"
}


{
  "formula": "C5H8BiFO4",
  "method": "the ωB97M-V functional and the def2-TZVPD basis",
  "species": ["C", "O", "Bi", "C", "H", "H", "H", "H", "H", "C", "O", "C", "C", "O", "O", "F", "H", "H", "H"],
  "positions_angstrom": [[1.1131, -0.8341, -0.8355], [0.5124, 0.3470, -1.2858], [0.7441, 2.1100, -2.2392], [1.4632, -1.8156, -1.9414], [2.0260, -0.5657, -0.2741], [0.4178, -1.3167, -0.1226], [1.7758, -2.7779, -1.5099], [0.6026, -2.0025, -2.5988], [2.3022, -1.4377, -2.5439], [-0.6560, 1.4108, -0.0113], [-0.0980, 1.6782, 1.2199], [-0.7893, 1.0106, 2.2234], [-1.5900, -0.0381, 1.4636], [-1.6337, 0.4920, 0.1441], [-0.8103, 2.3560, -0.8178], [-1.6231, 1.9067, 2.8599], [-0.0834, 0.6268, 2.9672], [-1.0657, -1.0029, 1.4520], [-2.6077, -0.1470, 1.8502]],
  "atomic_forces_ev_per_a": [[1.110, -1.047, 0.734], [-0.730, -0.195, 0.652], [0.849, 1.012, -1.416], [0.006, 0.049, -0.270], [-0.277, -0.201, -0.086], [0.151, 0.302, -0.376], [-0.089, 0.348, -0.071], [0.213, 0.065, 0.204], [-0.244, -0.112, 0.086], [-3.377, -0.477, 3.645], [0.902, 0.059, -2.209], [-0.604, -0.450, 1.103], [0.175, -0.372, 0.602], [1.077, 0.781, -0.990], [0.540, 0.249, -0.743], [0.485, -0.414, -0.543], [-0.171, 0.119, -0.197], [-0.258, 0.220, 0.051], [0.243, 0.066, -0.174]],
  "spin_multiplicity": 2,
  "total_charge": 1,
  "gap_ev": [7.31, 9.40]
}


{
  "formula": "C5H8Br4NaO3",
  "method": "the ωB97M-V functional and the def2-TZVPD basis",
  "species": ["Na", "C", "O", "O", "O", "Br", "C", "C", "Br", "H", "H", "H", "H", "Br", "C", "C", "Br", "H", "H", "H", "H"],
  "positions_angstrom": [[0.0392, 0.2034, -2.3163], [0.6626, 2.8979, -2.8463], [0.6533, 2.0861, -3.7770], [0.4748, 2.4978, -1.7058], [1.0605, 4.0454, -3.1355], [-1.5787, -0.2486, -0.0170], [-2.1481, 1.4943, 0.5726], [-2.9346, 1.4481, 1.8959], [-4.7006, 0.4512, 1.7392], [-2.8531, 1.8388, -0.1840], [-1.3908, 2.2774, 0.5348], [-3.2328, 2.4889, 2.0223], [-2.3292, 1.1246, 2.7427], [1.8836, -1.7767, -1.4562], [2.7568, -2.7733, -0.0318], [1.7822, -2.8416, 1.1473], [2.7975, -3.6922, 2.5819], [3.7673, -2.4237, 0.1801], [2.9934, -3.7845, -0.3627], [0.8958, -3.4098, 0.8654], [1.4010, -1.9034, 1.5503]],
  "atomic_forces_ev_per_a": [[0.349, 1.978, -0.600], [2.465, 2.817, -1.960], [-1.170, -5.146, -3.998], [-1.929, -2.145, 6.169], [-0.008, 2.766, 0.433], [0.219, -0.131, 0.294], [-1.753, 0.393, 0.023], [0.118, 0.472, -1.050], [1.429, 0.548, 0.248], [0.037, -0.267, -0.149], [0.696, -0.570, 0.261], [-0.179, -0.154, 0.383], [-0.480, -0.365, -0.049], [0.670, -0.381, -0.046], [-0.231, -0.494, 0.449], [0.438, 0.163, -0.268], [-0.354, -0.162, 0.091], [-0.462, 0.955, 0.169], [-0.644, -0.053, -0.360], [0.280, -0.366, 0.220], [0.510, 0.141, -0.261]],
  "total_charge": -1,
  "gap_ev": 3.29
}


{
  "formula": "C5H8BrN2",
  "method": "the ωB97M-V functional and the def2-TZVPD basis",
  "species": ["C", "C", "C", "C", "C", "N", "N", "Br", "H", "H", "H", "H", "H", "H", "H", "H"],
  "positions_angstrom": [[0.4095, 0.5022, 1.6480], [1.3560, 1.0983, 0.8296], [-0.0600, -1.0321, -0.0843], [-0.2198, -0.6223, 1.2680], [1.5267, 0.6078, -0.3996], [0.7565, -0.3830, -0.8996], [-0.7787, -2.0458, -0.5643], [2.9290, 1.1607, -1.5959], [0.2173, 0.7889, 2.6257], [1.9987, 1.9255, 1.1168], [-0.9231, -1.0835, 2.0169], [-0.2570, 2.7170, -1.1870], [0.0077, 1.9268, -0.8089], [0.6657, -0.3849, -1.8615], [-1.2447, -2.5539, 0.1035], [-0.6013, -2.3894, -1.4831]],
  "atomic_forces_ev_per_a": [[2.565, 3.117, 0.484], [-0.650, 0.986, 4.150], [-2.248, -1.719, 1.713], [-2.180, -3.040, -1.265], [3.169, 0.263, -4.219], [0.536, -0.169, 0.197], [1.827, 1.995, -0.861], [-0.966, -0.363, 1.069], [0.051, 1.118, 1.527], [-0.317, -0.049, 0.270], [0.848, -0.013, -1.381], [0.954, -3.151, 1.482], [-1.368, 3.632, -1.707], [-0.489, -0.421, -2.337], [-1.571, -1.701, 1.321], [-0.162, -0.484, -0.444]],
  "spin_multiplicity": 3,
  "total_charge": 1,
  "gap_ev": [6.72, 7.07]
}


{
  "formula": "C5H8BrNO2",
  "method": "the ωB97M-V functional and the def2-TZVPD basis",
  "species": ["C", "C", "C", "C", "C", "N", "O", "O", "Br", "H", "H", "H", "H", "H", "H", "H", "H"],
  "positions_angstrom": [[0.2716, -2.1960, 2.0531], [0.6719, 0.3832, -0.7624], [1.2186, 0.0061, 0.7372], [-0.8252, 0.0689, -0.6619], [0.1090, -0.9454, 1.2489], [-0.9448, -0.7216, 0.5046], [0.8964, -2.7441, 1.0863], [-0.2140, -2.3453, 3.1197], [5.2715, -2.4897, -0.6707], [1.0806, 1.3709, -1.0611], [1.0391, -0.2680, -1.5828], [2.1377, -0.6485, 0.6918], [1.2765, 0.8523, 1.4651], [-1.4723, 0.9682, -0.4814], [-1.2279, -0.3742, -1.5102], [4.1740, -2.5019, 0.2728], [-1.7658, -1.2581, 0.7132]],
  "atomic_forces_ev_per_a": [[0.598, 1.325, -2.474], [1.318, -0.429, 0.886], [-0.310, -1.565, -0.822], [-0.228, 3.766, 0.981], [1.016, 2.101, -2.348], [-0.139, -1.716, 1.637], [-0.185, -0.735, 1.333], [-0.396, -1.587, 2.165], [-0.537, 0.033, 0.452], [-1.119, -0.253, 0.355], [0.352, -0.083, 1.008], [-0.752, 1.292, 0.194], [0.245, -0.482, -0.898], [0.645, -0.333, -0.342], [-0.505, -1.201, -1.516], [0.468, -0.060, -0.435], [-0.472, -0.072, -0.176]],
  "gap_ev": 9.97
}